# 1
C16H56N16O16 | ωB97M-V with the def2-TZVPD basis set

Structure (ORCA input):
```
! RIJCOSX wB97M-V def2-TZVPD def2/J DEFGRID3
* xyz 0 1
N -2.17 2.90 -2.58
C -1.68 2.45 -3.75
N -2.12 1.14 -4.05
O -1.14 3.15 -4.60
H -1.74 3.71 -2.19
H -2.38 2.19 -1.87
H -1.87 0.79 -4.92
H -2.54 0.54 -3.35
N 3.84 2.58 -3.97
C 2.46 2.57 -3.85
N 1.91 3.62 -4.54
O 1.80 1.73 -3.24
H 4.37 3.23 -4.49
H 4.41 2.09 -3.28
H 2.40 4.28 -5.09
H 0.94 3.75 -4.39
N -3.88 -1.56 0.53
C -5.16 -1.74 0.04
N -5.70 -2.95 0.41
O -5.73 -1.03 -0.74
H -3.36 -0.82 0.03
H -3.35 -2.16 1.11
H -6.66 -3.17 0.21
H -5.47 -3.14 1.40
N 5.04 -1.84 -1.77
C 4.45 -0.63 -2.09
N 3.01 -0.63 -2.01
O 5.10 0.30 -2.47
H 4.51 -2.33 -1.14
H 6.03 -1.99 -1.50
H 2.58 0.25 -2.29
H 2.62 -1.48 -2.44
N 5.32 1.16 0.81
C 4.16 1.82 1.03
N 3.35 2.28 0.07
O 3.69 1.83 2.16
H 5.97 1.25 1.60
H 5.90 1.37 -0.02
H 2.59 2.85 0.46
H 3.65 2.41 -0.87
N -5.06 1.76 0.35
C -4.75 1.12 1.56
N -5.84 0.46 2.15
O -3.65 1.18 2.06
H -4.19 2.05 -0.03
H -5.63 1.12 -0.22
H -6.65 0.50 1.50
H -5.63 -0.41 2.63
N -0.23 -3.42 1.15
C -1.50 -3.69 1.57
N -2.29 -4.29 0.70
O -1.85 -3.47 2.71
H 0.28 -2.66 1.60
H -0.10 -3.41 0.15
H -2.06 -4.18 -0.29
H -3.21 -4.54 1.03
N 0.02 1.22 -1.06
C -1.01 0.57 -0.53
N -0.81 0.01 0.78
O -2.07 0.43 -1.19
H 0.87 1.42 -0.56
H 0.00 1.65 -1.99
H -1.61 -0.25 1.32
H -0.14 0.49 1.37
O 3.98 -3.69 0.77
C 4.38 -2.86 1.87
C 3.62 -1.54 1.90
O 2.27 -1.71 2.33
H 3.27 -4.31 0.99
H 4.30 -3.26 2.83
H 5.46 -2.69 1.66
H 3.52 -1.10 0.90
H 4.23 -0.80 2.47
H 2.20 -1.87 3.27
O -0.31 -1.91 4.41
C -1.10 -0.78 4.67
C -0.16 0.41 4.69
O 0.47 0.69 3.45
H -0.78 -2.62 4.00
H -1.84 -0.61 3.84
H -1.70 -0.86 5.59
H 0.62 0.15 5.50
H -0.61 1.35 5.02
H 1.37 0.45 3.37
O -0.88 -3.42 -2.14
C -1.26 -2.12 -2.74
C 0.04 -1.41 -2.92
O 1.00 -2.27 -3.54
H 0.01 -3.59 -2.50
H -1.64 -2.25 -3.75
H -2.01 -1.60 -2.12
H 0.37 -1.20 -1.92
H -0.07 -0.49 -3.47
H 0.89 -2.25 -4.53
O 0.83 3.54 0.97
C -0.01 3.24 2.09
C -1.49 3.48 1.78
O -2.00 2.75 0.71
H 0.64 4.43 0.67
H 0.21 2.26 2.46
H 0.26 4.01 2.86
H -1.58 4.57 1.53
H -2.10 3.42 2.69
H -2.43 2.01 1.20
*
```

The calculation puts the HOMO energy at -9.6 eV. The calculation puts the HOMO-LUMO gap at 10.02 eV. The SMILES is NC(N)=O.NC(N)=O.NC(N)=O.NC(N)=O.NC(N)=O.NC(N)=O.NC(N)=O.NC(N)=O.OCCO.OCCO.OCCO.OCCO. The calculation puts the LUMO energy at 0.016 Eh. The calculation puts the energy above the lowest of the compared OMol25 structures with the same formula, charge and spin at 1.352 eV.

# 2
C16H56O16 | ωB97M-V with the def2-TZVPD basis set

Structure (ORCA input):
```
! RIJCOSX wB97M-V def2-TZVPD def2/J DEFGRID3
* xyz 0 1
O 0.30 3.74 -0.31
C 1.20 3.43 -1.34
C 2.07 4.63 -1.64
O 3.05 4.25 -2.59
H -0.10 2.89 -0.03
H 1.90 2.63 -1.05
H 0.75 3.03 -2.26
H 2.56 4.93 -0.68
H 1.51 5.47 -2.08
H 3.63 4.99 -2.78
O -1.11 -4.31 -4.08
C -2.42 -3.90 -4.09
C -2.98 -3.75 -2.63
O -2.39 -2.69 -1.98
H -1.07 -5.26 -3.90
H -2.49 -2.92 -4.58
H -3.03 -4.64 -4.68
H -2.76 -4.65 -2.08
H -4.08 -3.60 -2.67
H -1.50 -2.90 -1.61
O 2.55 0.87 -3.24
C 3.38 -0.30 -3.07
C 3.80 -0.56 -1.65
O 4.58 0.52 -1.15
H 3.21 1.56 -3.40
H 2.72 -1.10 -3.42
H 4.21 -0.21 -3.80
H 4.41 -1.47 -1.71
H 2.88 -0.72 -1.10
H 4.46 0.69 -0.21
O 1.90 -3.66 2.51
C 2.71 -2.58 2.83
C 1.84 -1.38 3.01
O 0.77 -1.75 3.85
H 1.17 -3.41 3.10
H 3.23 -2.75 3.78
H 3.47 -2.44 2.03
H 1.40 -1.05 2.06
H 2.44 -0.58 3.44
H 1.11 -1.98 4.70
C -3.02 -0.81 2.87
O -1.71 -0.28 2.64
H -3.13 -1.73 2.29
H -3.16 -1.11 3.94
H -3.81 -0.12 2.58
H -1.11 -0.90 3.10
C -3.25 3.02 2.88
O -3.45 2.19 4.04
H -2.47 3.75 3.10
H -3.00 2.43 2.03
H -4.18 3.58 2.71
H -2.58 1.99 4.40
C 0.39 2.16 4.17
O 0.45 3.25 5.10
H 0.70 2.45 3.15
H 1.05 1.34 4.53
H -0.63 1.75 4.03
H -0.30 3.84 4.99
C 2.85 2.27 1.40
O 3.42 1.80 2.62
H 2.18 1.48 0.99
H 2.30 3.21 1.48
H 3.70 2.40 0.72
H 2.72 1.55 3.22
C -0.41 0.19 -0.80
O -0.29 0.99 0.42
H 0.58 -0.25 -0.91
H -1.17 -0.59 -0.75
H -0.53 0.84 -1.69
H -0.99 0.69 1.01
C -0.67 -0.32 -4.23
O -0.20 1.01 -4.18
H -0.36 -0.87 -3.34
H -1.75 -0.33 -4.31
H -0.28 -0.82 -5.13
H 0.76 0.99 -4.06
C -3.63 0.85 -1.56
O -4.04 -0.26 -2.35
H -3.72 0.55 -0.51
H -2.60 1.14 -1.77
H -4.30 1.71 -1.74
H -3.49 -1.03 -2.10
C -1.39 -3.88 0.68
O -0.26 -3.35 -0.01
H -1.06 -4.71 1.32
H -1.89 -3.15 1.37
H -2.15 -4.25 -0.01
H 0.59 -3.76 0.17
*
```

The calculation puts the HOMO energy at -9.5 eV. The calculation puts the HOMO-LUMO gap at 9.58 eV. The SMILES is OCCO.OCCO.OCCO.OCCO.CO.CO.CO.CO.CO.CO.CO.CO. The calculation puts the LUMO energy at 0.001 Eh. The calculation puts the energy above the lowest of the compared OMol25 structures with the same formula, charge and spin at 0.520 eV.

# 3
C16H57N2O24 | ωB97M-V with the def2-TZVPD basis set

Structure (ORCA input):
```
! RIJCOSX wB97M-V def2-TZVPD def2/J DEFGRID3
* xyz -1 1
N 0.00 1.19 -3.96
O -2.12 3.01 -1.21
O -0.93 2.15 2.15
O -3.00 1.00 -1.10
C -0.46 0.14 -4.29
O -0.73 -1.78 -2.20
C -2.05 1.75 -0.95
C 0.09 2.23 1.47
C -0.69 1.17 -0.48
C -0.25 -0.15 -0.50
C 1.93 1.29 2.94
C 1.29 1.52 1.76
N 0.28 1.95 0.15
C 3.26 0.59 3.02
C -1.13 -1.14 -4.47
C -1.72 -1.66 -3.15
C 0.70 -2.77 0.21
C -0.78 -2.51 0.15
C 1.50 -1.53 0.64
C -1.02 -1.39 -0.89
C 1.56 1.20 0.32
C 1.16 -0.24 -0.18
H 1.58 1.55 3.95
H 3.94 0.94 3.74
H 3.02 -0.50 3.25
H 3.77 0.63 2.01
H -0.37 -1.84 -4.81
H -2.00 -1.07 -5.19
H -2.55 -1.04 -2.88
H -2.22 -2.67 -3.23
H 0.96 -3.15 -0.79
H 0.86 -3.59 0.91
H -1.27 -3.39 -0.22
H -1.24 -2.28 1.14
H 1.31 -1.38 1.67
H 2.53 -1.77 0.50
H -2.10 -1.25 -0.85
H 2.50 1.57 -0.07
H 1.65 -0.39 -1.11
O 4.13 -2.27 5.05
H 3.91 -3.01 4.40
H 3.26 -1.89 5.40
O -1.45 -0.78 3.65
H -2.28 -1.25 3.31
H -0.91 -0.47 2.86
O -3.83 1.33 -3.88
H -3.58 0.91 -3.00
H -3.45 2.26 -3.91
O -2.14 3.13 4.29
H -1.71 2.58 3.56
H -2.77 2.53 4.81
O -3.46 -2.08 2.32
H -2.90 -2.89 2.54
H -4.40 -2.25 2.65
O -4.47 -2.47 -4.84
H -5.04 -1.68 -4.59
H -4.52 -2.60 -5.84
O -3.28 5.72 -1.78
H -3.40 6.19 -0.90
H -3.16 4.73 -1.60
O -0.60 5.24 -0.03
H -1.15 4.51 -0.47
H -1.21 5.76 0.58
O 1.45 -1.53 -7.02
H 1.30 -2.27 -6.34
H 2.09 -0.86 -6.62
O 2.91 0.58 -3.43
H 2.01 1.03 -3.31
H 2.81 -0.40 -3.22
O 1.62 -5.71 1.98
H 0.92 -5.67 2.71
H 1.50 -6.58 1.48
O -4.92 2.88 -0.54
H -4.66 3.24 0.37
H -4.14 2.33 -0.90
O 0.91 1.57 6.68
H -0.10 1.50 6.66
H 1.18 2.43 6.21
O 2.05 3.75 5.66
H 3.03 3.99 5.80
H 1.68 4.33 4.93
O 2.27 -2.28 -3.12
H 1.38 -2.26 -2.65
H 2.20 -2.94 -3.89
O -4.61 -0.82 0.13
H -4.11 -0.98 1.00
H -4.09 -0.13 -0.40
O 6.21 -0.95 3.59
H 6.13 -1.66 2.87
H 5.59 -1.20 4.35
O -1.86 3.33 -3.77
H -1.20 2.61 -4.03
H -1.92 3.35 -2.76
O 1.49 -3.97 -5.20
H 0.56 -4.37 -5.15
H 2.15 -4.72 -5.33
O 6.80 1.75 3.79
H 5.89 2.19 3.90
H 6.66 0.78 3.57
*
```

The calculation puts the HOMO energy at -6.4 eV. The calculation puts the HOMO-LUMO gap at 7.45 eV. The calculation puts the LUMO energy at 0.040 Eh.

Values for energy, eV, ordered as above
-74109.43056 -50254.57475 -69636.20832